Computed, not measured: 8 unconnected molecules or ions with the total composition C36H39N8O15, with the ωB97M-V functional and the def2-TZVPD basis.

Structure (ORCA input):
```
! wB97M-V def2-TZVPD RIJCOSX def2/J DEFGRID3
* xyz -1 1
N -0.019 -0.941 -0.445
O 1.082 -0.961 -0.984
O -0.209 -1.526 0.609
O -0.959 -0.574 -1.155
C -1.268 1.831 1.598
C -1.225 3.268 1.416
C -2.388 4.080 2.241
C -2.996 3.543 3.506
C -2.859 2.008 3.720
C -1.980 1.150 2.540
N -3.753 4.384 4.401
O -4.448 3.787 5.349
O -3.918 5.504 3.957
H -0.505 1.089 1.088
H -0.490 3.814 0.740
H -2.489 5.105 1.911
H -3.448 1.588 4.623
H -1.770 0.088 2.530
C -5.657 -2.238 0.373
C -4.165 -2.609 0.027
C -3.603 -2.356 -1.392
C -4.661 -1.997 -2.469
C -6.141 -1.898 -2.146
C -6.580 -1.963 -0.655
N -4.221 -1.860 -3.851
O -5.002 -1.221 -4.690
O -3.146 -2.307 -4.099
H -6.232 -2.268 1.300
H -3.533 -2.955 0.721
H -2.564 -2.471 -1.541
H -6.762 -1.904 -2.929
H -7.444 -1.874 -0.240
C 3.580 1.347 0.058
C 3.323 0.792 1.374
C 4.277 1.066 2.494
C 5.440 1.997 2.284
C 5.724 2.553 0.863
C 4.668 2.183 -0.226
N 6.385 2.396 3.357
O 6.456 1.666 4.556
O 7.123 3.368 3.184
H 2.937 1.015 -0.687
H 2.622 0.158 1.492
H 3.874 0.593 3.564
H 6.797 2.909 0.479
H 5.036 2.608 -1.277
C -4.347 2.409 -2.763
C -3.810 1.488 -1.638
C -4.338 1.646 -0.069
C -5.441 2.669 0.234
C -5.888 3.648 -0.906
C -5.347 3.305 -2.365
N -5.888 2.945 1.549
O -6.263 4.074 1.942
O -5.819 2.030 2.481
H -4.091 2.136 -3.726
H -2.991 0.733 -1.955
H -3.925 0.887 0.560
H -6.603 4.534 -0.645
H -6.088 3.735 -3.071
C 0.570 -1.689 -6.651
C 2.024 -1.081 -7.206
C 2.927 -0.288 -6.299
C 2.306 0.073 -4.837
C 1.016 -0.557 -4.398
C 0.231 -1.489 -5.430
N 2.979 0.946 -3.995
O 4.320 1.136 -4.134
O 2.306 1.402 -3.107
H 0.099 -2.425 -7.447
H 2.362 -1.395 -8.155
H 3.908 0.230 -6.634
H 0.528 -0.381 -3.436
H -0.868 -1.853 -5.256
C 4.390 -2.256 -1.363
O 4.296 -2.336 -2.657
N 5.365 -2.830 -0.567
C 5.436 -2.654 0.894
C 6.318 -3.801 -1.096
H 3.791 -1.654 -0.825
H 5.238 -1.674 1.128
H 6.538 -2.704 1.104
H 4.761 -3.499 1.419
H 6.276 -4.867 -0.578
H 7.235 -3.347 -0.921
H 6.192 -4.002 -2.105
C 2.429 -2.139 3.570
O 3.598 -2.323 3.912
N 1.401 -2.102 4.480
C -0.037 -1.740 4.024
C 1.701 -2.376 5.893
H 2.069 -2.126 2.584
H -0.157 -1.120 3.265
H -0.558 -1.342 4.957
H -0.396 -2.455 3.601
H 2.426 -1.589 6.432
H 2.148 -3.523 6.078
H 0.740 -2.386 6.566
*
```

**Strongest force on any atom**: 11.821 eV Å⁻¹
**Gap between HOMO and LUMO**: 6.9 eV
**ΔE to the lowest compared entry with this formula, charge and spin**: 163.06 kcal/mol

Computed, not measured: a molecular structure, C5H11Br2OPSr, with the ωB97M-V functional and the def2-TZVPD basis.

Structure (ORCA input):
```
! wB97M-V def2-TZVPD RIJCOSX def2/J DEFGRID3
* xyz 2 1
C 2.095 -1.574 0.260
C 2.478 -0.105 0.328
Br 4.126 0.108 -0.729
C 1.461 0.889 -0.243
P -0.285 0.266 -0.483
C -2.172 -0.393 -0.835
C -3.085 -0.258 0.267
O -3.549 -1.012 0.991
Br -3.591 1.849 0.609
H 3.000 -2.158 0.212
H 1.606 -1.879 1.178
H 1.527 -1.834 -0.621
H 2.779 0.170 1.323
H 1.792 1.277 -1.196
H 1.397 1.742 0.426
H 0.017 -0.367 -1.700
H -0.335 -0.388 0.768
H -0.779 1.582 -0.581
H -2.155 -1.447 -1.074
H -2.556 0.145 -1.692
Sr -3.771 3.387 2.791
*
```

**Strongest force on any atom**: 3.507 eV Å⁻¹
**Gap between HOMO and LUMO**: 4.9 eV

Computed, not measured: C6H12O in the gas phase, with the ωB97M-V functional and the def2-TZVPD basis.

Structure (ORCA input):
```
! wB97M-V def2-TZVPD RIJCOSX def2/J DEFGRID3
* xyz 0 1
C -1.110 0.628 1.747
C -0.225 1.047 0.573
C 0.049 -0.025 -0.477
C -1.188 -0.778 -0.943
C 1.152 0.331 -1.461
C 1.347 -0.794 -0.501
O 2.317 -0.663 0.496
H -0.622 -0.102 2.401
H -2.055 0.194 1.403
H -1.365 1.503 2.356
H 0.725 1.447 0.944
H -0.731 1.879 0.059
H -1.270 -1.738 -0.416
H -2.093 -0.203 -0.719
H -1.176 -0.970 -2.022
H 1.702 1.248 -1.256
H 1.038 0.108 -2.520
H 1.317 -1.792 -0.948
H 2.109 -1.328 1.166
*
```

**Strongest force on any atom**: 0.333 eV Å⁻¹
**SMILES**: CC[C@@]1(C)C[C@H]1O
**Gap between HOMO and LUMO**: 10.2 eV
**ΔE to the lowest compared entry with this formula, charge and spin**: 28.43 kcal/mol

Computed, not measured: C19H23BN2O4S in the gas phase, with the ωB97M-V functional and the def2-TZVPD basis.

Structure (ORCA input):
```
! wB97M-V def2-TZVPD RIJCOSX def2/J DEFGRID3
* xyz 0 1
C 1.089 -2.107 2.136
C 0.430 -1.861 0.997
C 1.035 -1.111 -0.137
O 2.231 -0.991 -0.232
N 0.155 -0.580 -1.120
C 0.883 0.284 -2.191
C 1.272 1.595 -1.514
O 0.737 2.596 -2.030
N 1.975 1.659 -0.279
C 2.209 2.858 0.556
C 1.294 2.936 1.701
C -0.225 2.873 1.333
C -1.165 2.167 2.182
C -2.437 2.345 1.767
S -2.547 3.309 0.307
C -0.846 3.453 0.249
B 3.664 2.795 1.208
O 4.402 1.622 0.990
O 4.102 3.763 2.064
C -1.251 -1.056 -1.244
C -2.199 -0.127 -0.701
C -3.476 -0.459 -0.486
C -3.926 -1.808 -0.708
C -2.949 -2.728 -1.132
C -1.640 -2.386 -1.380
C -0.466 -3.415 -1.458
C -0.877 -4.737 -2.141
H 0.631 -2.684 2.996
H 2.130 -1.777 2.197
H -0.460 -2.470 0.800
H 1.718 -0.273 -2.635
H 0.170 0.333 -3.015
H 2.039 0.865 0.271
H 2.097 3.683 -0.153
H 1.495 2.060 2.344
H 1.351 3.857 2.206
H -0.849 1.503 2.983
H -3.315 1.814 2.192
H -0.508 4.143 -0.517
H 4.008 0.838 0.551
H 4.886 3.597 2.511
H -1.711 0.875 -0.510
H -4.133 0.184 0.026
H -4.923 -2.132 -0.444
H -3.399 -3.690 -1.384
H -0.085 -3.585 -0.463
H 0.395 -2.940 -1.951
H -1.269 -5.295 -1.295
H -0.137 -5.374 -2.591
H -1.606 -4.421 -2.854
*
```

**Strongest force on any atom**: 4.070 eV Å⁻¹
**SMILES**: C=CC(=O)N(CC(=O)N[C@@H](Cc1ccsc1)B(O)O)c1ccccc1CC
**Gap between HOMO and LUMO**: 8.9 eV
**ΔE to the lowest compared entry with this formula, charge and spin**: 54.77 kcal/mol

Computed, not measured: 2 unconnected molecules or ions with the total composition CH4O3S, with the ωB97M-V functional and the def2-TZVPD basis.

Structure (ORCA input):
```
! wB97M-V def2-TZVPD RIJCOSX def2/J DEFGRID3
* xyz 0 1
O -1.263 0.416 0.615
C -1.951 -0.488 0.249
O -3.264 -0.468 0.152
H -1.575 -1.478 -0.058
H -3.630 0.394 0.420
O 2.247 0.858 -0.021
S 3.282 -0.437 0.204
H 1.374 0.622 0.322
H 3.995 -0.193 -0.898
*
```

**Strongest force on any atom**: 1.096 eV Å⁻¹
**SMILES**: O=CO.OS
**Gap between HOMO and LUMO**: 9.3 eV
**ΔE to the lowest compared entry with this formula, charge and spin**: 27.77 kcal/mol

Computed, not measured: 2 unconnected molecules or ions with the total composition C15H16F4N2O2, with the ωB97M-V functional and the def2-TZVPD basis.

Structure (ORCA input):
```
! wB97M-V def2-TZVPD RIJCOSX def2/J DEFGRID3
* xyz 0 1
O 0.457 -4.077 3.280
C 0.456 -2.842 3.186
C -0.773 -2.057 3.166
F -1.915 -2.763 3.283
C -0.772 -0.712 3.041
F -1.916 -0.002 2.916
C 0.457 0.077 3.113
O 0.466 1.277 3.415
C 1.671 -0.721 2.921
F 2.797 -0.032 2.643
C 1.681 -2.059 3.085
F 2.826 -2.761 3.187
C -0.858 -1.634 -2.746
C -0.382 -1.734 -1.301
C -1.076 -0.710 -0.416
C -0.276 0.585 -0.367
N 0.391 0.857 0.698
C 0.874 2.225 0.820
C 1.302 2.833 -0.483
C 0.213 2.695 -1.519
N -0.314 1.344 -1.489
C -1.084 0.956 -2.667
C -0.578 -0.287 -3.408
H -0.366 -2.420 -3.329
H -1.937 -1.840 -2.785
H -0.603 -2.734 -0.905
H 0.710 -1.602 -1.248
H -2.093 -0.486 -0.764
H -1.153 -1.078 0.614
H 0.068 2.847 1.258
H 1.696 2.194 1.542
H 1.540 3.887 -0.313
H 2.208 2.326 -0.825
H -0.590 3.429 -1.328
H 0.613 2.877 -2.524
H -2.142 0.810 -2.397
H -1.021 1.809 -3.354
H 0.496 -0.192 -3.617
H -1.073 -0.287 -4.387
*
```

**Strongest force on any atom**: 2.895 eV Å⁻¹
**SMILES**: O=C1C(F)=C(F)C(=O)C(F)=C1F.C1CCC2=NCCCN2CC1
**Gap between HOMO and LUMO**: 6.7 eV
**ΔE to the lowest compared entry with this formula, charge and spin**: 17.00 kcal/mol